# C29H55N2O19P

A cluster of 6 separate species, C29H55N2O19P in total (the ωB97M-V functional and the def2-TZVPD basis, the Open Molecules 2025 dataset).

HOMO level ... -8.92 eV
SMILES string ... C#C[C@@H]1NC(=O)[C@](COC)(P(=N)(O)O)[C@@H]1C.CCOC(=O)OC.CCOC(=O)OC.CCOC(=O)OC.CCOC(=O)OC.CCOC(=O)OC
Total charge ... 0
Energy ... -82131.81865 eV

```
106
Properties=species:S:1:pos:R:3:mulliken_charge:R:1
C 3.963 -0.794 -5.046 -0.4883
C 2.992 -0.028 -5.531 -0.4929
C 1.742 0.937 -5.953 0.4684
N 1.104 1.188 -4.601 -0.3391
C 0.169 0.046 -4.401 -0.2137
O 0.131 -0.702 -3.379 -0.5318
C -0.665 0.018 -5.792 1.4450
C -1.551 1.385 -5.753 -1.3566
O -2.024 1.604 -4.395 -0.2618
C -1.887 2.994 -3.988 -0.6472
P -1.752 -1.535 -5.849 0.7278
N -2.662 -1.684 -4.522 -0.4850
O -0.827 -3.009 -5.931 -0.5075
O -2.785 -1.444 -7.215 -0.5290
C 0.571 0.186 -6.822 -0.3695
C 0.978 -1.052 -7.771 -1.0843
H 4.691 -1.233 -4.255 0.3419
H 2.100 1.957 -6.389 0.4176
H 0.753 2.142 -4.427 0.3250
H -2.456 1.329 -6.465 0.1910
H -0.831 2.239 -6.098 0.5887
H -0.959 3.197 -3.314 0.1890
H -1.872 3.714 -4.908 0.3277
H -2.837 3.297 -3.388 0.2357
H -2.466 -0.899 -3.866 0.1743
H -1.527 -3.710 -5.819 0.3399
H -2.272 -1.621 -8.054 0.3414
H 0.277 1.019 -7.566 0.3131
H 0.025 -1.620 -8.138 0.1867
H 1.527 -0.735 -8.749 0.3526
H 1.633 -1.855 -7.237 0.2695
C -6.450 -2.984 -4.180 -1.1292
C -5.657 -3.028 -2.887 0.0961
O -6.345 -2.337 -1.835 -0.2943
C -7.377 -3.000 -1.280 0.7398
O -7.760 -4.106 -1.587 -0.5622
O -7.932 -2.203 -0.345 -0.3209
C -9.107 -2.749 0.249 -0.6413
H -6.698 -1.952 -4.444 0.2593
H -5.882 -3.433 -4.997 0.3260
H -7.397 -3.523 -4.084 0.3821
H -4.704 -2.512 -3.032 0.0384
H -5.425 -4.055 -2.589 0.3092
H -8.925 -3.751 0.646 0.2941
H -9.919 -2.766 -0.483 0.2876
H -9.400 -2.099 1.076 0.2230
C -1.910 0.299 -1.487 0.6477
C -2.790 1.233 -0.676 -0.3982
O -2.850 0.825 0.697 -0.3471
C -1.767 1.123 1.439 0.7351
O -0.774 1.697 1.050 -0.5674
O -1.966 0.642 2.681 -0.3841
C -0.841 0.800 3.544 -0.1375
H -2.237 -0.737 -1.368 0.2831
H -1.938 0.563 -2.544 -0.7203
H -0.870 0.343 -1.152 -0.0321
H -3.812 1.190 -1.062 0.3601
H -2.459 2.273 -0.756 0.2445
H -0.506 1.839 3.576 -0.0139
H -0.030 0.143 3.221 0.1195
H -1.145 0.505 4.551 0.3019
C 5.950 2.140 4.265 -1.1425
C 5.017 1.045 4.746 -0.1397
O 3.753 1.108 4.071 -0.2756
C 3.741 0.631 2.810 0.5236
O 4.685 0.161 2.217 -0.5794
O 2.500 0.800 2.315 0.0182
C 2.372 0.432 0.942 -0.5183
H 5.472 3.120 4.354 0.2191
H 6.876 2.142 4.844 0.4079
H 6.207 2.008 3.210 0.3079
H 4.811 1.188 5.810 0.3839
H 5.465 0.053 4.635 0.2343
H 2.726 -0.587 0.768 0.3265
H 2.917 1.142 0.316 0.3284
H 1.314 0.479 0.678 -0.1135
C 3.998 -2.767 2.599 -1.0260
C 4.204 -2.687 4.101 0.0959
O 3.301 -3.559 4.794 -0.4016
C 3.621 -4.867 4.771 0.7305
O 4.588 -5.354 4.231 -0.5520
O 2.659 -5.544 5.430 -0.3506
C 2.825 -6.959 5.389 -0.6328
H 2.951 -2.579 2.345 0.2183
H 4.626 -2.039 2.084 0.2758
H 4.244 -3.761 2.217 0.4812
H 3.984 -1.672 4.441 0.1071
H 5.240 -2.904 4.379 0.2600
H 3.819 -7.255 5.735 0.2925
H 2.646 -7.324 4.374 0.2889
H 2.082 -7.405 6.054 0.2277
C 2.359 4.108 3.718 -0.9580
C 0.995 4.739 3.932 -0.3822
O 0.591 4.645 5.304 -0.3331
C 1.179 5.517 6.145 0.7616
O 1.998 6.355 5.844 -0.5610
O 0.721 5.271 7.389 -0.3324
C 1.347 6.061 8.397 -0.6330
H 2.370 3.081 4.092 0.1979
H 2.621 4.104 2.658 0.3981
H 3.137 4.651 4.261 0.4188
H 0.250 4.193 3.346 0.2243
H 0.973 5.779 3.593 0.3711
H 1.289 7.127 8.161 0.2892
H 2.387 5.750 8.519 0.2860
H 0.820 5.888 9.337 0.2290
```